1.
70
Properties=species:S:1:pos:R:3 method="wB97M-V/def2-TZVPD" total_charge=-2 homo_energy_ev="-1.09 / -2.96" spin_multiplicity=6 lumo_ha="0.131 / 0.106" de_lowest_ev=0.395 s_squared=8.79
Ru -0.8855 0.2907 0.0289
N -3.7348 1.4679 1.6583
C -2.6505 2.3090 1.7415
N -2.6461 3.4567 2.4007
N -1.4156 3.9534 2.1965
N -0.7189 3.1515 1.4721
N -1.4712 2.0680 1.1676
C -3.9764 0.7633 0.4886
N -5.1834 0.4764 0.0480
N -4.9575 -0.1908 -1.1091
N -3.7003 -0.2898 -1.3423
N -3.0284 0.3143 -0.3312
H -4.5675 1.8250 2.0973
C -2.3691 -0.8808 5.8290
C -2.7790 -2.0391 5.1783
C -2.5765 -2.2081 3.8196
C -1.9549 -1.1972 3.0619
C -1.5311 -0.0374 3.7305
C -1.7395 0.1150 5.0877
N -1.7352 -1.3127 1.7017
N -1.9616 -2.5084 1.1895
C -1.5844 -2.6001 -0.1241
C -1.7433 -3.8318 -0.7819
C -1.4245 -3.9637 -2.1191
C -0.9378 -2.8814 -2.8479
C -0.7527 -1.6627 -2.2059
C -1.0315 -1.5211 -0.8542
H -2.5317 -0.7576 6.8933
H -3.2669 -2.8289 5.7406
H -2.8967 -3.1060 3.3123
H -1.0159 0.7329 3.1742
H -1.4010 1.0238 5.5722
H -2.1416 -4.6638 -0.2136
H -1.5665 -4.9225 -2.6070
H -0.7108 -2.9821 -3.9026
H -0.3947 -0.8028 -2.7536
N 5.3355 -0.8858 3.9989
C 4.3629 -0.7268 3.4020
C 3.1513 -0.5256 2.6584
C 2.3837 -1.6204 2.2645
C 1.2139 -1.4218 1.5559
C 0.8010 -0.1386 1.2025
C 1.5716 0.9473 1.6150
C 2.7357 0.7632 2.3404
H 2.7087 -2.6222 2.5148
H 0.6230 -2.2806 1.2673
H 1.2706 1.9577 1.3783
H 3.3278 1.6136 2.6555
N 0.6503 3.6845 -1.1358
C 0.1202 3.1068 -2.2153
N 0.8648 3.1861 -3.3550
S -1.4084 2.4050 -2.2316
H 1.6342 3.8965 -1.1219
H 0.1804 3.6002 -0.2386
H 1.8689 3.1770 -3.2395
H 0.5472 2.5517 -4.0684
Br 6.5690 0.5836 -4.9731
C 4.6879 0.4442 -4.6734
C 3.8411 0.4368 -5.7691
C 2.4744 0.3372 -5.5423
C 1.9801 0.2671 -4.2477
C 2.8435 0.2685 -3.1579
C 4.2150 0.3472 -3.3782
C 2.3261 0.1743 -1.7103
O 3.1403 -0.2132 -0.8718
O 1.1336 0.5858 -1.5749
H 4.2407 0.5033 -6.7719
H 1.7940 0.3167 -6.3854
H 0.9148 0.2094 -4.0642
H 4.8793 0.3123 -2.5251

2.
63
Properties=species:S:1:pos:R:3 method="wB97M-V/def2-TZVPD" homo_energy_ev="-7.21 / -7.27" spin_multiplicity=2 lumo_ha="-0.037 / -0.036" s_squared=0.75
Ce 1.1832 -1.6051 -1.6199
C -0.3308 3.1527 3.5645
C 0.7739 2.2414 4.0968
C 0.3524 1.6391 5.4308
C 1.3905 0.6439 5.9272
C 1.5461 -0.4479 4.9087
C 1.7890 -1.7505 5.2675
C 1.9740 -2.7247 4.2875
F 2.1872 -3.9878 4.6790
C 1.9587 -2.4167 2.9600
C 1.6983 -1.0929 2.5706
C 1.6978 -0.7879 1.1465
O 2.0354 -1.7247 0.3470
C 1.3329 0.5491 0.7994
C 1.0673 1.4248 1.8245
N 1.1054 1.1619 3.1295
C 1.4456 -0.1143 3.5426
C 1.1083 1.2201 -0.5915
O 0.8972 2.4141 -0.5801
O 1.1421 0.4786 -1.6455
H -0.7335 3.7387 4.3891
H -1.1428 2.5611 3.1390
H 0.0263 3.8483 2.8074
H 1.6876 2.8228 4.2540
H -0.6109 1.1355 5.3084
H 0.2210 2.4475 6.1487
H 1.1111 0.2238 6.8927
H 2.3506 1.1537 6.0557
H 1.8500 -2.0324 6.3109
H 2.1355 -3.1577 2.1952
H 0.7930 2.4235 1.5194
Cl 3.9438 -0.4763 -1.3668
C 4.2015 -0.6314 -3.0912
C 4.8785 0.3785 -3.7519
C 5.0586 0.2885 -5.1218
C 4.5616 -0.8149 -5.8031
C 3.8976 -1.8197 -5.1224
C 3.6786 -1.7610 -3.7379
C 2.9521 -2.8334 -3.0100
H 5.2531 1.2282 -3.1970
H 5.5764 1.0783 -5.6490
H 4.7065 -0.8971 -6.8729
H 3.5307 -2.6849 -5.6609
H 3.5743 -3.1734 -2.1651
H 2.8086 -3.6788 -3.6842
S -5.3126 -2.9126 -3.7056
C -4.3293 -2.1917 -2.6040
S -2.9092 -3.0119 -1.9642
C -2.4916 -1.5705 -1.0238
N -3.3330 -0.6207 -1.1870
N -4.3595 -0.9451 -2.0421
C -5.2737 0.1208 -2.3097
C -4.7887 1.4241 -2.2083
C -5.6311 2.4949 -2.4496
C -6.9593 2.2827 -2.7872
C -7.4415 0.9870 -2.8639
C -6.6118 -0.0975 -2.6197
S -1.1088 -1.5219 -0.0058
H -3.7568 1.5854 -1.9354
H -5.2463 3.5039 -2.3775
H -7.6189 3.1201 -2.9758
H -8.4798 0.8061 -3.1101
H -7.0123 -1.0936 -2.6613

3.
61
Properties=species:S:1:pos:R:3 method="wB97M-V/def2-TZVPD" total_charge=+3 homo_energy_ev=-17.47 lumo_ha=-0.429 de_lowest_ev=0.381
Hf -0.6901 1.4281 -0.5955
O 2.6905 5.9515 0.4035
C 3.2215 5.3019 -0.5708
O 4.1437 5.6654 -1.2951
C 2.7852 3.8739 -0.6992
C 3.5769 2.7025 -0.9384
Cl 5.2579 2.5967 -1.1484
N 2.7386 1.6872 -0.9905
N 1.3709 2.0230 -0.6604
C 1.4494 3.4049 -0.5594
C 0.1946 4.2188 -0.3885
O 0.1166 5.4344 -0.0506
O -0.9376 3.4597 -0.5455
C 3.2218 0.3105 -0.8937
C 3.4809 -0.4812 -2.0305
C 4.0963 -1.7076 -1.8181
C 4.4556 -2.1471 -0.5150
C 4.3674 -1.2791 0.5739
C 3.6375 -0.0883 0.3779
H 1.6203 5.9031 0.3115
H 3.3235 -0.0752 -3.0496
H 4.3655 -2.2827 -2.7055
H 4.8222 -3.1881 -0.5270
H 4.8496 -1.4757 1.5537
H 3.5414 0.6307 1.1979
N -3.2105 1.7434 -0.2195
C -4.0044 0.5674 0.0928
C -5.2936 0.3747 -0.4304
C -6.0567 -0.7564 -0.1175
C -5.5217 -1.7541 0.7126
C -4.1966 -1.6586 1.1355
C -3.3955 -0.4975 0.7874
P -1.5840 -0.4332 0.8442
C -1.0830 -1.5643 2.1445
C -1.8654 -1.6643 3.3353
C -1.4158 -2.4588 4.3692
C -0.1504 -3.0712 4.2939
C 0.6722 -2.8260 3.2115
C 0.2413 -2.0982 2.1047
C -1.1435 -1.0157 -0.8568
C -1.3100 -0.0841 -2.0415
C -0.4417 -0.1162 -3.1206
C 0.4878 -1.1696 -3.1825
C 0.3576 -2.2148 -2.3319
C -0.4750 -2.2253 -1.1872
H -3.5990 2.2187 -1.0326
H -3.2213 2.3796 0.5689
H -5.6923 1.2218 -1.0826
H -7.0196 -0.8637 -0.5991
H -6.1775 -2.5545 1.0649
H -3.7092 -2.5472 1.6118
H -2.8222 -1.1663 3.3865
H -2.0143 -2.5404 5.2943
H 0.1357 -3.8338 5.0535
H 1.6889 -3.2715 3.2882
H 0.9171 -1.8196 1.3077
H -2.3174 0.4120 -2.1372
H -0.3981 0.7008 -3.8570
H 1.3529 -1.1240 -3.8831
H 1.0539 -3.0902 -2.4819
H -0.4888 -3.0662 -0.4831

4.
72
Properties=species:S:1:pos:R:3 method="wB97M-V/def2-TZVPD" total_charge=-2 homo_energy_ev="-1.33 / -1.37" spin_multiplicity=2 lumo_ha="0.154 / 0.154" s_squared=0.77
Cr -0.2780 1.4599 1.0185
C 3.7901 -5.1145 -0.5553
C 2.4792 -5.3594 -0.1837
C 1.5810 -4.3162 -0.0540
C 1.9821 -3.0075 -0.3007
C 3.2940 -2.7730 -0.7092
C 4.1931 -3.8148 -0.8253
P 0.9361 -1.5123 -0.0902
C -0.6714 -2.3451 0.1877
C -1.2186 -3.0120 -0.9061
C -2.4672 -3.5941 -0.8214
C -3.1941 -3.5019 0.3546
C -2.6570 -2.8371 1.4455
C -1.4008 -2.2579 1.3669
C 1.4958 -1.0019 1.5663
C 2.3545 -1.8001 2.3195
C 2.9196 -1.3104 3.4782
C 2.6552 -0.0021 3.8517
C 1.7919 0.7721 3.0988
C 1.1553 0.3055 1.9442
H 4.4941 -5.9333 -0.6341
H 2.1566 -6.3727 0.0192
H 0.5670 -4.5186 0.2585
H 3.6049 -1.7573 -0.9150
H 5.2139 -3.6203 -1.1239
H -0.6558 -3.0603 -1.8299
H -2.8758 -4.1157 -1.6767
H -4.1811 -3.9424 0.4139
H -3.2244 -2.7628 2.3623
H -0.9953 -1.7197 2.2114
H 2.5844 -2.8087 2.0026
H 3.5764 -1.9349 4.0707
H 3.1218 0.4091 4.7400
H 1.6173 1.7896 3.4267
N 0.1690 1.9315 -3.9823
C 0.6460 2.8867 -2.9797
C 1.2984 4.0576 -3.6885
P 1.8818 2.1872 -1.7280
O 2.1994 0.7302 -2.3884
O 3.0956 3.0193 -1.7292
O 1.1468 1.9265 -0.4436
P -0.8891 3.4682 -2.1026
O -0.8723 5.0773 -2.2076
O -2.0383 3.0794 -3.1398
O -1.2511 3.0909 -0.7277
H 0.9040 1.7860 -4.6694
H -1.6183 2.5685 -3.8530
H 0.0329 1.0274 -3.5376
H 2.1848 3.6917 -4.2048
H 1.6295 4.7966 -2.9640
H 0.6120 4.5195 -4.3986
H 1.6964 0.0689 -1.8980
H -0.8002 5.4048 -1.3094
O -2.0212 4.6381 6.9896
C -1.7087 4.0754 5.9681
S -0.7954 4.8364 4.6693
C -0.7059 3.4381 3.5797
C -1.3300 2.3147 4.0132
S -1.4024 0.8188 3.1619
S -2.1114 2.4040 5.5977
S 0.1965 3.5949 2.1196
F -0.4914 -0.3589 -2.1157
C -1.6725 -0.0208 -1.5134
C -1.6656 0.5383 -0.2370
C -2.9508 0.9908 0.0993
F -3.0600 1.8199 1.1665
C -4.1103 0.7644 -0.6164
F -5.3130 1.1752 -0.1508
C -4.0436 0.1172 -1.8461
F -5.1604 -0.1162 -2.5784
C -2.7856 -0.2203 -2.3149
F -2.6385 -0.7559 -3.5548

5.
62
Properties=species:S:1:pos:R:3 method="wB97M-V/def2-TZVPD" homo_energy_ev="-7.26 / -7.20" spin_multiplicity=3 lumo_ha="0.000 / -0.089" s_squared=2.03
Au -1.4971 -1.0085 -1.7910
S -1.7981 -1.6952 2.0412
P -0.5401 -0.3410 1.4401
C -0.1389 -0.5029 -0.2454
P 1.2248 -0.8773 -1.3303
S 0.4480 -1.9750 -2.8321
C 2.6584 -1.6277 -0.5944
C 3.7846 -0.7907 -0.3541
C 5.0057 -1.3337 -0.0196
C 5.1251 -2.6889 0.0993
C 4.0677 -3.5639 -0.1569
C 2.8527 -3.0010 -0.5842
C 1.7009 0.7059 -2.1238
C 2.5205 0.6777 -3.2118
C 2.6404 1.8087 -3.9503
C 1.9947 3.0074 -3.6427
C 1.1056 2.9741 -2.6331
C 0.8825 1.7589 -1.9382
C -1.0801 1.3205 1.6945
C -0.5788 2.1165 2.6909
C -1.0025 3.4361 2.7973
C -1.9357 3.9574 1.9307
C -2.4081 3.1669 0.9087
C -2.0749 1.8132 0.8368
C 1.0358 -0.3307 2.3294
C 1.9207 0.7772 2.2478
C 2.9697 1.0051 3.1332
C 3.3381 0.0040 4.0437
C 2.6810 -1.2236 3.9761
C 1.5139 -1.3657 3.1746
H 3.6429 0.2954 -0.4028
H 5.8531 -0.6139 0.0876
H 6.1142 -3.0873 0.2576
H 4.2766 -4.6087 -0.0561
H 2.0030 -3.6388 -0.9102
H 2.9720 -0.2685 -3.5549
H 3.1849 1.7949 -4.8705
H 2.0972 3.9172 -4.2962
H 0.5438 3.8574 -2.3609
H 0.1479 1.6680 -1.0769
H 0.1632 1.7249 3.3639
H -0.6286 4.0892 3.5870
H -2.2674 5.0256 1.9846
H -3.1836 3.5982 0.2556
H -2.5931 1.2162 0.1180
H 1.7155 1.5605 1.4485
H 3.5482 1.9333 3.0606
H 4.2073 0.0964 4.6852
H 2.9269 -2.0333 4.5800
H 0.7945 -2.2254 3.2051
C -6.7048 0.4389 -1.2835
S -7.0467 -0.7191 -2.6414
C -6.1774 -2.0038 -1.7958
C -4.7719 -2.1666 -1.8105
S -3.7481 -0.8730 -2.3765
S -4.3659 -3.8302 -1.5382
C -5.9038 -4.3964 -1.0300
S -6.2367 -5.9622 -0.5940
S -7.0039 -3.1461 -0.8081
H -5.6573 0.2644 -0.9978
H -7.5177 0.4105 -0.5274
H -6.8010 1.4784 -1.6389

6.
63
Properties=species:S:1:pos:R:3 method="wB97M-V/def2-TZVPD" total_charge=-1 homo_energy_ev=-3.28 lumo_ha=0.088 de_lowest_ev=0.605
Bi -0.3299 -2.0387 2.0611
O 4.4147 -0.8695 6.2318
C 3.4304 -1.1405 5.3379
C 3.7054 -1.4985 4.0240
C 2.6401 -1.7502 3.1842
N 1.3873 -1.6431 3.6082
C 1.1100 -1.3315 4.8743
C 2.1129 -1.0694 5.7808
C -0.3755 -1.3180 5.2489
O -0.6620 -1.0855 6.4161
O -1.1518 -1.5644 4.2704
C 2.8219 -2.2499 1.7556
O 3.9563 -2.4691 1.3631
O 1.7213 -2.4365 1.1275
H 5.2673 -0.9628 5.7956
H 4.7096 -1.6002 3.6319
H 1.8591 -0.8286 6.8026
Cl -1.8481 -2.9769 -0.7794
C -2.7138 -1.5822 -1.3786
C -4.0850 -1.7372 -1.5342
C -4.8223 -0.7184 -2.1087
C -4.1702 0.4297 -2.5388
C -2.8052 0.5616 -2.3561
C -2.0315 -0.4241 -1.7335
P -0.1955 -0.2795 -1.5186
C 0.1207 -0.5147 -3.3777
C 0.0112 0.3998 -4.4249
C 0.2168 0.0164 -5.7429
C 0.5376 -1.2998 -6.0491
C 0.6531 -2.2258 -5.0233
C 0.4499 -1.8308 -3.7073
C -0.0132 1.5607 -1.4708
C 1.0540 2.1905 -2.1098
C 1.2373 3.5656 -2.0312
C 0.3518 4.3489 -1.3081
C -0.7199 3.7397 -0.6692
C -0.8975 2.3683 -0.7554
H -4.5505 -2.6601 -1.2163
H -5.8921 -0.8292 -2.2322
H -4.7238 1.2255 -3.0215
H -2.3162 1.4647 -2.6964
H -0.2415 1.4331 -4.2176
H 0.1261 0.7503 -6.5356
H 0.6998 -1.5975 -7.0780
H 0.9120 -3.2544 -5.2448
H 0.5587 -2.5577 -2.9081
H 1.7600 1.6035 -2.6804
H 2.0755 4.0205 -2.5455
H 0.4904 5.4215 -1.2458
H -1.4223 4.3346 -0.0972
H -1.7426 1.9104 -0.2634
C 0.2502 1.5218 2.7616
O 0.2731 0.9155 1.4901
C -0.7652 0.0050 1.1705
C -2.1301 0.3467 1.7942
H 0.0810 0.7862 3.5551
H -0.5323 2.2848 2.8408
H 1.2197 2.0001 2.9119
H -2.3085 1.4250 1.7048
H -2.3016 0.1029 2.8498
H -2.9159 -0.1430 1.2063
O 3.4855 -0.1380 -0.1006
C 2.9639 -0.1079 -1.0980

7.
63
Properties=species:S:1:pos:R:3 method="wB97M-V/def2-TZVPD" total_charge=+2 homo_energy_ev="-12.66 / -12.66" spin_multiplicity=2 lumo_ha="-0.231 / -0.294" de_lowest_ev=0.673 s_squared=0.76
Cu -0.6200 -0.7923 -0.4602
O 0.3343 -2.6583 -4.4209
C -0.0914 -2.5198 -3.1779
O 0.5769 -2.7246 -2.1939
C -1.5363 -2.1108 -3.1050
C -2.3914 -2.3458 -4.1715
C -3.7445 -2.1101 -4.0027
C -4.1918 -1.6658 -2.7682
C -3.2657 -1.4331 -1.7653
N -1.9501 -1.6279 -1.9278
C -3.6733 -1.0630 -0.3618
O -4.7989 -0.3915 -0.1783
O -2.9944 -1.3949 0.5773
H 1.2544 -2.9716 -4.4144
H -1.9952 -2.7319 -5.0992
H -4.4427 -2.2984 -4.8065
H -5.2510 -1.5371 -2.5875
H -5.1982 -0.0848 -1.0034
S 4.5052 -1.7441 -3.0357
C 6.1139 -1.6652 -3.6036
C 6.7769 -0.5951 -3.0907
C 5.9663 0.1800 -2.2227
C 4.6982 -0.3133 -2.0906
C 3.6044 0.2239 -1.2784
C 2.3490 -0.4106 -1.2808
N 1.3069 -0.0007 -0.5801
C 1.4461 1.0961 0.2023
C 2.6517 1.8025 0.2780
C 2.7412 2.9562 1.1308
C 1.6842 3.3581 1.8629
C 0.4363 2.6465 1.8112
C -0.6791 3.0261 2.5694
C -1.8522 2.3025 2.4980
C -1.8669 1.1991 1.6209
N -0.8361 0.8238 0.8841
C 0.3162 1.5287 0.9797
C -3.0414 2.6405 3.2810
C -3.1645 3.6180 4.2317
C -4.4590 3.6715 4.8041
C -5.2959 2.7353 4.2795
S -4.5252 1.7841 3.0920
C 3.7348 1.3453 -0.4847
H 6.4842 -2.4154 -4.2834
H 7.8058 -0.3655 -3.3221
H 6.3219 1.0693 -1.7233
H 2.1958 -1.2988 -1.8739
H 3.6790 3.4946 1.1739
H 1.7570 4.2257 2.5057
H -0.6044 3.8939 3.2119
H -2.7595 0.5959 1.5299
H -2.3630 4.2807 4.5238
H -4.7530 4.3729 5.5700
H -6.3291 2.5529 4.5270
H 4.6728 1.8833 -0.4353
C 1.8427 -2.8606 1.2377
Te -0.2560 -2.8701 1.0141
C -0.6655 -2.0237 2.9039
H 2.1648 -1.8743 1.5629
H 2.2835 -3.1151 0.2775
H 2.0985 -3.6127 1.9809
H -0.4227 -2.7661 3.6611
H -1.7251 -1.7843 2.9347
H -0.0597 -1.1299 3.0319